Record 1
The following is a quantum chemistry calculation of the ion C4H11N2O with charge +1 in a non-equilibrium geometry, from OMol25.

Geometry as XYZ:
```
18
Properties=species:S:1:pos:R:3:mulliken_charge:R:1
N -1.4928 0.7090 -0.2607 -0.579
C -0.9734 -0.2583 -1.2388 -0.726
C 0.0975 -1.0786 -0.6049 -0.693
C 1.0572 -0.3371 0.3613 -0.096
N 0.9312 1.1796 0.1140 -0.356
C 0.6830 -0.4757 1.8601 -0.022
O 0.9139 0.3941 2.6229 -0.412
H -2.0881 0.2387 0.4076 0.223
H -2.1076 1.3889 -0.6907 0.240
H -1.7448 -0.9379 -1.6325 0.392
H -0.7519 0.2885 -2.1418 0.383
H -0.3371 -1.9377 -0.0644 0.357
H 0.7690 -1.5794 -1.3050 0.333
H 2.1169 -0.5301 0.1895 0.522
H 1.3098 1.6249 0.9345 0.333
H 1.4255 1.4513 -0.7374 0.334
H -0.1193 1.3320 0.0411 0.413
H 0.3113 -1.4721 2.1454 0.355
```

Values from the calculation:
DFT total energy: -343.5006 Eh
Energy relative to the best compared isomer or geometry (same formula, charge and spin): 1.729 eV
HOMO energy: -14.75 eV
Total charge: +1
Structure (SMILES): NCC[C@@H]([NH3+])C=O

Record 2
The following is a quantum chemistry calculation of an isolated molecule of C4H5NO2, from OMol25.

Geometry as XYZ:
```
12
Properties=species:S:1:pos:R:3:mulliken_charge:R:1
O -1.1632 1.9296 -1.5066 -0.459
C -0.6263 1.3079 -0.6252 -0.132
C -0.8366 -0.1646 -0.4324 0.056
C 0.3750 -1.0000 -0.7352 -0.458
N -0.1022 -0.8627 0.6113 -0.218
C 0.6615 -0.1696 1.5580 0.040
O 1.8584 -0.0302 1.5086 -0.472
H 0.0865 1.7917 0.0762 0.372
H -1.8294 -0.5393 -0.6714 0.372
H 1.2990 -0.4809 -0.9909 0.276
H 0.2286 -1.9757 -1.1916 0.225
H 0.0487 0.1938 2.3991 0.397
```

Values from the calculation:
DFT total energy: -360.5970 Eh
Energy relative to the best compared isomer or geometry (same formula, charge and spin): 1.969 eV
HOMO energy: -10.22 eV
Structure (SMILES): O=C[C@H]1CN1C=O

Record 3
The following is a quantum chemistry calculation of a structure of composition C7H16BrF3LiO5S, from OMol25.

Geometry as XYZ:
```
34
Properties=species:S:1:pos:R:3:mulliken_charge:R:1
Li -0.9030 0.9988 -0.8545 0.587
Br -1.4922 3.0990 -1.9651 -0.835
C 1.5909 -2.0324 -2.7326 0.590
F 1.8329 -3.0049 -3.6144 -0.245
F 1.3524 -2.6247 -1.5430 -0.247
F 2.7284 -1.3347 -2.5866 -0.251
S 0.1956 -0.9477 -3.2408 1.061
O 0.6080 -0.4797 -4.5316 -0.637
O -0.9234 -1.8491 -3.1861 -0.706
O 0.2231 0.0359 -2.1754 -0.495
C 2.6703 1.8261 0.2190 -1.455
C 1.6339 0.9480 0.8745 0.797
C 1.8437 0.8036 2.3813 -1.319
O 0.3070 1.4348 0.5909 -0.271
H 2.3648 2.0588 -0.8000 0.361
H 3.6355 1.3195 0.1744 0.388
H 2.7989 2.7459 0.7981 0.371
H 1.6568 -0.0578 0.4507 -0.005
H 1.6509 1.7500 2.8952 0.357
H 2.8805 0.5274 2.5917 0.393
H 1.2214 0.0097 2.7951 0.303
H 0.1898 2.2802 1.0326 0.181
C -1.4665 -1.6234 1.0383 -1.060
C -2.6537 -0.6950 0.7775 0.456
C -2.7938 0.3802 1.8313 -1.170
O -2.5649 -0.0734 -0.5103 -0.461
H -1.5728 -2.0133 2.0561 0.433
H -0.4973 -1.1261 0.9621 -0.014
H -1.4631 -2.4815 0.3654 0.338
H -3.5208 -1.3669 0.7801 0.396
H -2.4211 1.3222 1.4167 0.248
H -2.1848 0.1809 2.7128 0.317
H -3.8263 0.5715 2.1201 0.345
H -3.1011 -0.5818 -1.1233 0.249
```

Values from the calculation:
DFT total energy: -3932.0764 Eh
Energy relative to the best compared isomer or geometry (same formula, charge and spin): 0.000 eV
HOMO energy: -4.63 eV
Total charge: -1

Record 4
The following is a quantum chemistry calculation of a structure of composition C11H12CoN3O5P in a non-equilibrium geometry, from OMol25.

Geometry as XYZ:
```
33
Properties=species:S:1:pos:R:3:mulliken_charge:R:1
O -2.5007 4.4796 -5.6460 -0.101
C -2.1231 3.8886 -4.7431 0.092
Co -0.4711 1.4846 -1.5971 -0.207
O 1.1887 3.8097 -1.2098 -0.179
C 0.5874 2.8114 -1.2548 0.267
C -1.8095 0.5240 -2.2672 0.191
O -2.6806 0.1490 -2.9563 -0.200
C 0.5688 1.0304 -2.9120 0.344
O 1.1774 0.7100 -3.8509 -0.152
C -1.7103 2.4021 -0.8152 0.271
O -2.6200 2.9795 -0.3753 -0.158
C 0.9405 -0.6594 2.8614 -0.683
N -0.4350 -0.9454 2.4119 0.399
C -0.4574 -2.3398 1.8855 -0.792
N 0.4559 -2.4970 0.7009 0.384
C 1.8419 -2.1773 1.1909 -0.574
N 1.8945 -0.7805 1.7223 0.370
C 1.5729 0.2311 0.6279 -1.104
P -0.0815 0.0887 -0.1400 1.731
C -1.0038 -0.0201 1.4128 -1.195
C -0.0166 -1.6845 -0.4256 -0.957
H 1.1278 -1.3680 3.7143 0.334
H 0.9915 0.3838 3.1917 0.385
H -1.4879 -2.5422 1.5505 0.393
H -0.1713 -3.0362 2.6949 0.357
H 2.5269 -2.2047 0.3302 0.379
H 2.1078 -2.9686 1.9526 0.336
H 1.6610 1.2342 1.0766 0.563
H 2.3393 0.1046 -0.1564 0.457
H -2.0619 -0.3170 1.2949 0.383
H -0.9712 1.0199 1.7416 0.615
H 0.6374 -1.7729 -1.2900 0.507
H -1.0178 -2.0177 -0.7211 0.543
```

Values from the calculation:
DFT total energy: -2689.5652 Eh
Spin multiplicity: 5
HOMO energy (spin up / spin down): -18.13 / -20.31 eV
Total charge: +3

Record 5
The following is a quantum chemistry calculation of a cluster of 2 separate species, C11H13ClO2S in total in a non-equilibrium geometry, from OMol25.

Geometry as XYZ:
```
28
Properties=species:S:1:pos:R:3:mulliken_charge:R:1
C -0.3418 2.2764 1.9353 -0.520
C 0.1072 -0.0579 2.1843 -0.279
C 0.2756 2.3965 3.1637 -0.570
C 0.9090 0.1655 3.3408 -0.705
C -0.4531 0.9662 1.3961 0.282
C 0.9274 1.4023 3.8777 0.432
C 1.2681 0.2215 -1.3823 -0.080
C 0.0177 -0.1029 -1.0648 -0.225
C 1.9218 1.5906 -0.9806 -1.070
C -1.3786 -3.2257 -3.9512 -1.187
C -1.5400 -2.3801 -2.7049 0.561
O -2.0422 -0.5363 0.3043 -0.514
O -1.9992 -2.6381 -1.6396 -0.576
S -1.1161 0.8032 -0.2081 0.094
Cl 1.7193 1.7960 5.3135 -0.217
H -0.8962 3.0831 1.5087 0.434
H 0.1491 -1.0531 1.8233 0.425
H 0.4736 3.3858 3.5537 0.314
H 1.2898 -0.6278 3.9160 0.431
H 1.9902 -0.4863 -1.7666 0.358
H 2.5803 2.1552 -1.6881 0.351
H 2.5151 1.4067 -0.1172 0.288
H 1.0935 2.1787 -0.6944 0.307
H -1.5603 -4.2648 -3.8008 0.359
H -0.4970 -2.9618 -4.4993 0.315
H -2.2214 -2.9296 -4.6272 0.293
H -1.2178 -1.2484 -2.7810 0.244
H -1.9737 -1.3149 -0.4112 0.454
```

Values from the calculation:
DFT total energy: -1435.5399 Eh
Spin multiplicity: 3
Energy relative to the best compared isomer or geometry (same formula, charge and spin): 0.000 eV
HOMO energy (spin up / spin down): -4.97 / -8.86 eV

Record 6
The following is a quantum chemistry calculation of a structure of composition C28H32N5S3Si2W, from OMol25.

Geometry as XYZ:
```
71
Properties=species:S:1:pos:R:3:mulliken_charge:R:1
W -0.2580 0.8382 -0.5233 0.765
C -2.2005 -1.0471 -3.2640 -1.006
Si -1.5453 0.5884 -2.6384 0.935
C 0.3044 0.7984 -3.1161 -1.232
C -2.6141 1.9895 -3.2066 0.288
C -3.0238 2.2774 -4.5074 -0.803
C -3.8217 3.3844 -4.7485 -0.633
C -4.2266 4.1936 -3.6933 -0.652
C -3.8441 3.8964 -2.3939 -0.867
C -3.0356 2.7892 -2.1367 0.522
Si -2.5161 2.1557 -0.4441 0.654
C -2.4352 3.6046 0.7453 -1.223
C -3.8188 0.9508 0.1938 -1.105
H -2.3550 -0.9795 -4.3439 0.384
H -3.1752 -1.2524 -2.8168 0.335
H -1.5439 -1.8912 -3.0659 0.074
H 0.5634 -0.0681 -3.7283 0.402
H 1.1127 0.8215 -2.3609 0.421
H 0.4224 1.7223 -3.6791 0.486
H -2.7156 1.6517 -5.3374 0.399
H -4.1298 3.6218 -5.7582 0.412
H -4.8489 5.0573 -3.8884 0.419
H -4.1825 4.5345 -1.5864 0.329
H -2.5163 3.2854 1.7837 0.401
H -3.2954 4.2485 0.5430 0.403
H -1.5372 4.2119 0.6305 0.342
H -4.7648 1.4842 0.3191 0.372
H -3.5480 0.5293 1.1629 0.366
H -3.9972 0.1243 -0.4972 0.302
S -0.3024 0.6620 1.8583 -0.260
C 1.3240 0.3761 1.2738 -0.123
C 1.9471 -0.8298 1.6611 -0.570
C 3.1719 -1.1698 1.1598 0.670
C 3.7614 -2.4221 1.5415 -0.199
N 4.1787 -3.4485 1.8438 -0.528
C 3.8362 -0.2911 0.2524 0.438
C 3.2477 0.8849 -0.1224 -0.828
C 1.9758 1.2720 0.3811 0.672
S 1.1520 2.6603 -0.3146 -0.303
C 5.1099 -0.6621 -0.2977 -0.407
N 6.1188 -0.9561 -0.7595 -0.470
H 1.4424 -1.4742 2.3680 0.663
H 3.7496 1.5406 -0.8213 0.622
C 0.9147 -4.4666 -0.1331 -1.512
C 1.0115 -3.6319 -1.4179 2.273
C 0.1659 -4.2526 -2.5397 -1.980
C 2.4749 -3.4820 -1.8606 -1.413
C 0.4885 -2.2855 -1.1395 -0.137
N 0.0887 -1.2290 -0.9278 -0.561
H 1.2942 -5.4662 -0.3420 0.432
H -0.1172 -4.5541 0.2061 0.394
H 1.5217 -4.0383 0.6644 0.263
H 0.5458 -5.2529 -2.7449 0.487
H 0.2338 -3.6676 -3.4570 0.376
H -0.8811 -4.3375 -2.2489 0.398
H 2.8653 -4.4727 -2.0913 0.453
H 3.0913 -3.0563 -1.0688 0.231
H 2.5604 -2.8621 -2.7531 0.369
C 1.9515 -1.3417 5.6745 -1.226
C 1.4220 0.0562 5.6455 0.957
C 1.4683 0.8953 6.7513 -0.708
C 0.9726 2.1778 6.6050 -0.246
N 0.4554 2.6121 5.4560 -0.504
C 0.4560 1.7294 4.4766 0.300
S -0.1970 2.4211 2.9651 -0.124
N 0.9093 0.4890 4.4846 -0.159
H 2.1421 -1.6764 6.6913 0.414
H 2.8894 -1.3925 5.1170 0.244
H 1.2441 -2.0222 5.2020 0.282
H 1.8807 0.5597 7.6914 0.398
H 0.9812 2.8841 7.4261 0.429
```

Values from the calculation:
DFT total energy: -3200.3952 Eh
Energy relative to the best compared isomer or geometry (same formula, charge and spin): 2.031 eV
HOMO energy: -10.80 eV
Total charge: +1

Record 7
The following is a quantum chemistry calculation of a cluster of 12 separate species, C6H38N2O11 in total in a non-equilibrium geometry, from OMol25.

Geometry as XYZ:
```
57
Properties=species:S:1:pos:R:3:mulliken_charge:R:1
C 0.0396 -3.7551 2.3846 -1.325
C 0.0045 -2.2077 2.2364 -0.350
C 0.3737 -1.6600 0.8345 0.449
C -0.7474 -2.2296 -0.1584 -1.171
N 0.3881 -0.1889 1.0076 -0.052
C 0.6057 0.6297 -0.2150 0.926
C 0.3960 2.0865 0.1281 -1.116
N -1.0920 2.5049 0.0040 -0.338
H -0.3807 -4.0726 3.3927 0.353
H -0.3885 -4.2964 1.5751 0.337
H 1.0682 -4.1349 2.4052 0.332
H -1.0772 -1.9553 2.6160 0.017
H 0.6949 -1.9114 2.9813 0.421
H 1.5154 -1.8825 0.5879 0.294
H -1.0665 -1.5267 -1.0644 0.231
H -0.3670 -3.1459 -0.6919 0.316
H -1.7235 -2.4720 0.3207 0.243
H -0.5583 -0.0429 1.1269 0.065
H 1.6519 0.4716 -0.6539 -0.108
H 0.0429 0.1857 -0.9832 -0.233
H 0.7340 2.1893 1.1122 0.376
H 0.9796 2.8823 -0.3576 0.342
H -1.0987 3.4902 -0.4608 0.267
H -1.2246 2.6010 1.0306 0.075
O -4.2724 -1.1238 0.2417 -0.616
H -4.3925 -2.1146 0.2658 0.301
H -4.0867 -1.1270 -0.6110 0.241
O 4.1939 -1.5243 0.4265 -0.617
H 3.9760 -1.0593 -0.3086 0.164
H 4.2027 -0.8783 1.1421 0.331
O 0.3769 -0.3480 -4.5436 -0.564
H 0.6307 -0.3470 -5.4550 0.256
H -0.5622 -0.1225 -4.6595 0.275
O -2.6734 2.6082 -2.2439 -0.650
H -3.4084 2.5381 -1.6200 0.316
H -2.1507 3.3894 -1.9715 0.276
O 2.4008 0.7365 3.2771 -0.717
H 2.2268 1.6308 3.2156 0.298
H 1.9173 0.3252 2.4281 0.328
O 1.9703 -0.6193 -2.3652 -0.615
H 1.2703 -0.1673 -2.9204 0.426
H 1.9142 -1.5492 -2.5070 0.220
O -3.6047 0.3238 2.4992 -0.628
H -3.6582 -0.0516 1.6526 0.398
H -3.8429 -0.4282 3.0601 0.270
O 4.0557 3.1623 -1.0254 -0.637
H 3.5069 3.9710 -1.1755 0.296
H 3.9666 2.4378 -1.6065 0.352
O -2.4589 -0.2736 -1.6780 -0.622
H -2.6319 0.1542 -2.5382 0.261
H -2.1392 0.4487 -1.1654 0.309
O 4.5039 0.1779 -2.6765 -0.663
H 4.8440 -0.2729 -1.9461 0.319
H 3.4660 0.1013 -2.6789 0.366
O -2.4479 3.0217 3.0291 -0.612
H -2.5445 2.1517 2.5767 0.240
H -3.3183 3.2690 2.7229 0.346
```

Values from the calculation:
DFT total energy: -1188.4077 Eh
Energy relative to the best compared isomer or geometry (same formula, charge and spin): 5.834 eV
HOMO energy: -9.36 eV
Structure (SMILES): CC[C@@H](C)NCCN.O.O.O.O.O.O.O.O.O.O.O

Record 8
The following is a quantum chemistry calculation of a structure of composition C23H50N4OP3Sm in a non-equilibrium geometry, from OMol25.

Geometry as XYZ:
```
82
Properties=species:S:1:pos:R:3:mulliken_charge:R:1
Sm -0.5951 0.0146 -0.6788 -0.481
P -0.3478 -2.6239 -1.5838 0.693
P -0.3327 2.7741 -1.2079 0.765
N 1.3137 0.1021 -1.6700 0.164
C 1.3617 -2.4127 -2.2789 -0.881
H 1.9639 -3.2626 -1.9226 0.394
H 1.2592 -2.5194 -3.3712 0.525
C 2.1228 -1.0904 -1.9698 -1.000
H 2.8393 -1.2757 -1.1418 0.292
H 2.7588 -0.8692 -2.8479 0.546
C 2.1244 1.3195 -1.8292 -0.897
H 2.7406 1.2088 -2.7417 0.510
H 2.8596 1.3953 -1.0000 0.228
C 1.3627 2.6699 -1.9541 -0.927
H 1.2449 2.9176 -3.0219 0.514
H 1.9717 3.4677 -1.5013 0.400
C -0.1383 3.6478 0.4186 0.943
C -1.3267 3.3620 1.3559 -1.307
H -0.9922 3.4888 2.3971 0.384
H -1.7305 2.3387 1.2732 0.132
H -2.1575 4.0588 1.1769 0.390
C -1.5050 3.6920 -2.2823 0.460
C -2.9070 3.7642 -1.6563 -1.303
H -3.6136 4.1027 -2.4260 0.480
H -2.9518 4.4819 -0.8264 0.234
H -3.2639 2.7902 -1.2961 0.191
C -1.5240 -3.3786 -2.7702 0.566
C -2.9322 -3.5122 -2.1672 -1.328
H -3.6374 -3.7282 -2.9810 0.489
H -3.2768 -2.5923 -1.6766 0.196
H -2.9957 -4.3386 -1.4471 0.244
C -0.1809 -3.6985 -0.0762 0.778
C -1.3777 -3.5237 0.8795 -1.325
H -1.0867 -3.8901 1.8758 0.444
H -2.2475 -4.1038 0.5415 0.393
H -1.7034 -2.4773 1.0104 0.173
C -3.2573 0.0207 -0.0799 0.273
C -1.0287 5.0599 -2.7668 -1.411
H -0.9506 5.7882 -1.9526 0.209
H -0.0644 5.0066 -3.2861 0.338
H -1.7698 5.4464 -3.4781 0.468
C -1.0606 -4.6795 -3.4212 -1.420
H -1.8080 -4.9688 -4.1710 0.468
H -0.0979 -4.5689 -3.9337 0.335
H -0.9856 -5.5027 -2.7028 0.216
C 0.0826 -5.1712 -0.3833 -1.736
H 0.3677 -5.6742 0.5528 0.467
H -0.8164 -5.6800 -0.7563 0.326
H 0.9061 -5.3138 -1.0958 0.366
C 0.1411 5.1450 0.2974 -1.654
H -0.7522 5.7084 -0.0036 0.350
H 0.4365 5.5223 1.2875 0.460
H 0.9630 5.3683 -0.3959 0.349
H 0.7629 3.1730 0.8510 -0.253
H 0.7224 -3.2914 0.4176 0.007
H -1.5682 3.0314 -3.1667 0.430
H -1.5724 -2.6092 -3.5627 0.428
O -4.3840 0.0355 0.1724 -0.154
H -0.4110 0.1990 -2.8383 0.163
H -1.2516 0.1707 -2.7202 0.131
C 3.1799 -0.4056 3.8957 -0.884
N 2.5971 0.8828 3.4566 0.124
C 1.4707 1.2383 4.3481 -0.885
N 0.4370 0.1804 4.4063 0.137
C 1.0638 -1.0924 4.8299 -0.939
N 2.1774 -1.4937 3.9424 0.154
C 1.7049 -1.8604 2.6053 -1.399
P 0.8796 -0.4183 1.7494 2.161
C 2.2120 0.8593 2.0503 -0.825
C -0.2846 0.0445 3.1438 -1.210
H 3.5806 -0.2652 4.9101 0.338
H 3.9787 -0.6907 3.1968 0.386
H 1.0122 2.1721 4.0002 0.332
H 1.8776 1.3624 5.3673 0.297
H 0.3028 -1.8841 4.8240 0.378
H 1.4677 -0.9486 5.8442 0.301
H 2.5601 -2.1924 1.9969 0.468
H 0.9933 -2.6968 2.6786 0.409
H 1.8550 1.8509 1.7324 0.218
H 3.0827 0.6000 1.4248 0.391
H -1.0510 -0.7433 3.2304 0.432
H -0.7999 0.9854 2.9004 0.381
```

Values from the calculation:
DFT total energy: -2882.0554 Eh
Spin multiplicity: 6
HOMO energy (spin up / spin down): -13.53 / -13.55 eV
Total charge: +2